Entry 1:
The following is a quantum chemistry calculation of a cluster of 15 separate species, C32H98N4O15 in total, from the OMol25 dataset.

Frontier orbital gap   9.231 eV
Energy   -2625.286504 Eh
HOMO level   -9.061 eV

Last column: Löwdin charge in e.
Geometry (Å):
1 C 2.51323 4.87077 5.87211  -0.234
2 H 1.17242 -1.34454 -2.33060  0.075
3 H -7.05493 0.37331 -3.04558  0.063
4 C -0.86856 -5.30225 4.90052  -0.074
5 H -7.50312 -3.98813 1.99638  0.057
6 H -2.09629 5.52548 1.97869  0.128
7 H -5.79764 -2.58310 1.00861  0.095
8 H 0.30952 -1.37766 0.42140  0.110
9 H 1.29700 -0.51993 1.59251  0.116
10 C -2.48726 7.61303 2.28257  -0.097
11 H -0.96748 0.26609 -1.42564  0.072
12 C 2.06986 4.56597 3.56746  -0.066
13 H -2.84404 -6.14592 0.73782  0.065
14 C 3.86900 2.39010 -6.10863  -0.086
15 H 6.14817 -2.61641 -6.21753  0.115
16 H -7.55402 -1.03346 1.53471  0.078
17 H 1.55453 6.51511 6.95321  0.143
18 H 0.38644 5.00071 8.41210  0.068
19 C -2.32458 -6.65370 -1.29499  -0.301
20 H 2.21111 5.86221 9.13499  0.080
21 H 1.67110 3.50989 -5.40721  0.116
22 H -3.65233 0.41034 6.41332  0.108
23 C -3.07872 1.28830 6.11624  -0.309
24 O 8.86702 -3.47808 -2.51086  -0.056
25 C 4.61361 -4.30414 -6.07898  -0.089
26 H -3.66455 1.22888 4.02070  0.067
27 H 1.39153 -7.02436 -0.67558  0.014
28 C 0.98886 -0.53457 0.54707  -0.161
29 H 6.84589 -5.49081 0.68347  0.032
30 H 4.72710 -0.90681 3.92068  0.105
31 H -2.12525 7.51058 3.30559  0.078
32 C -6.02935 -2.28257 2.03042  -0.292
33 H 3.45949 5.35120 5.62328  0.126
34 H 2.19001 -2.74577 -0.51287  0.061
35 H 1.94933 4.32335 -7.83643  0.120
36 H -1.56826 -1.65551 -6.88875  0.071
37 H 5.48471 -5.05741 0.18221  0.025
38 H -1.35335 -5.48398 -2.45090  0.076
39 H 0.88890 -6.27672 3.89161  0.103
40 O -1.84910 1.37650 6.84938  -0.082
41 H 9.37264 -4.28615 -2.42369  0.028
42 H -0.14428 -2.44091 -6.27506  0.076
43 H 1.52830 0.42922 -2.09664  0.063
44 H 3.07825 4.78562 3.21676  0.082
45 H 2.91088 -0.02381 -0.07030  0.123
46 H 6.48424 -4.17925 -6.91446  0.106
47 N -3.30605 6.34910 0.39990  0.027
48 H 7.75761 -1.65833 3.58415  0.070
49 C -2.91260 6.24113 1.88077  -0.389
50 H 5.80222 -2.62101 -8.40008  0.086
51 N 0.63461 4.75373 7.46473  0.024
52 H -1.70610 8.00211 1.62950  0.076
53 H -5.79375 1.61330 -2.84949  0.075
54 H -1.39422 -5.29759 -0.00385  0.072
55 O 2.57896 1.94587 -6.63105  -0.227
56 H -3.25771 8.38337 2.31543  0.080
57 H -3.57262 5.37435 3.76401  0.117
58 H 6.87480 -1.29385 2.15999  0.070
59 C -4.01624 5.67121 2.81366  -0.191
60 H 7.97881 -3.72140 -2.24988  0.017
61 O 5.11014 -3.07128 -7.91030  -0.072
62 N 2.92652 -2.09985 -0.26705  0.031
63 H -0.71570 -2.85559 -7.85730  0.071
64 O 1.71204 5.25272 4.81102  -0.199
65 H 2.80417 -0.68314 -2.47607  0.062
66 H -5.59757 6.44070 5.01405  0.082
67 N 0.77393 2.75454 -8.59300  0.027
68 C -5.33193 -0.32794 -3.91418  -0.304
69 H -3.99616 7.06610 0.22742  0.057
70 H -0.98126 -6.17503 5.54368  0.065
71 O 2.20498 -6.80423 -0.22161  -0.055
72 H 4.67082 -2.67927 2.45678  0.059
73 O 4.99639 -2.88167 3.33691  -0.094
74 H -6.88716 7.06414 3.91716  0.080
75 H -4.26899 -0.10349 -3.82532  0.100
76 C 5.68490 -3.46306 -6.72413  -0.366
77 H -5.08367 -2.07311 2.53032  0.103
78 C 5.52052 -1.65269 3.87325  -0.308
79 H 5.67987 -1.82816 4.93717  0.107
80 C 2.20465 -0.79363 -0.38129  -0.394
81 H -0.96352 4.40516 -7.76699  0.067
82 H -7.40142 -3.26550 3.53114  0.064
83 H 0.60230 2.23907 -6.06720  0.121
84 C -5.99787 0.54262 -2.84049  -0.091
85 H -5.60241 -0.01948 -4.92403  0.105
86 H 3.96105 3.45399 -6.32723  0.076
87 H 3.64606 5.57848 8.18792  0.079
88 H 4.31954 -5.10593 -6.75629  0.078
89 H -6.01403 -4.26622 2.90530  0.061
90 H -3.13413 -6.03104 -1.67581  0.116
91 H -2.40253 -7.73871 -1.22597  0.111
92 C 6.82545 -1.20624 3.24535  -0.092
93 O 1.54353 -4.96461 5.17242  -0.091
94 H 4.63760 1.90924 -6.71371  0.083
95 H -2.48509 6.60453 -0.13009  0.049
96 C -0.97999 0.66230 -0.41028  -0.078
97 C 1.46160 2.87813 -6.27039  -0.163
98 H 0.65076 3.25533 -9.46141  0.064
99 H 2.47748 -7.62279 0.19304  0.028
100 H -0.34414 4.77417 -6.14523  0.064
101 H -0.08359 5.17853 6.89567  0.069
102 C -1.86086 -3.77306 -6.31791  -0.306
103 O 0.37441 0.75214 0.15123  -0.219
104 C 0.53517 -5.30196 4.22747  -0.309
105 H 2.27442 -4.58264 4.68098  0.072
106 C -0.08583 4.72056 -7.20282  -0.052
107 C 1.86071 -0.59653 -1.93711  -0.049
108 H 0.54473 -4.62889 3.37016  0.101
109 O -1.15035 -6.30571 -1.99797  -0.102
110 O -5.05213 6.65849 2.94090  -0.207
111 H -6.54835 5.46118 3.88341  0.075
112 H -2.83861 -4.04326 -6.71676  0.110
113 H -4.47122 4.82124 2.30509  0.118
114 H 3.93785 2.19905 -5.03772  0.081
115 H 1.55978 2.12324 -8.65619  0.056
116 H -1.12180 -4.35454 5.37571  0.074
117 H 5.11488 -4.72919 -5.20940  0.072
118 H -1.30667 -6.94971 0.63081  0.069
119 C -6.78268 -3.52900 2.67334  -0.076
120 H 0.10880 5.74372 -7.52434  0.063
121 C 1.83989 5.47505 7.11114  -0.450
122 C 2.62665 5.22886 8.35122  -0.090
123 H 6.96601 -0.14294 3.43964  0.068
124 O -2.00267 -3.53761 -4.91911  -0.102
125 H -3.74628 2.13764 6.26150  0.100
126 C 1.10009 3.72598 -7.50470  -0.409
127 H 2.60235 4.18752 8.67235  0.092
128 C -6.02233 6.40732 4.01078  -0.081
129 O -5.60411 -1.73221 -3.71546  -0.090
130 H -5.89725 0.16740 -1.82206  0.069
131 C -2.76619 1.12742 4.62959  -0.098
132 H 3.66730 -3.81835 -5.84106  0.072
133 O -6.74378 -1.05373 2.04920  -0.092
134 C -1.94725 -6.22817 0.12372  -0.101
135 H -6.52889 -1.98873 -3.73937  0.077
136 H 2.03199 3.50032 3.79345  0.080
137 H -2.63055 -2.85630 -4.66774  0.072
138 H -2.00266 1.79916 4.23731  0.066
139 C -1.05410 -2.61581 -6.84928  -0.096
140 H -1.62876 -5.62632 4.18976  0.056
141 H -1.45488 2.24460 6.73716  0.068
142 H -2.37041 0.12301 4.47921  0.068
143 O 6.38751 -5.19680 -0.10373  -0.051
144 H -1.49609 1.62080 -0.35537  0.083
145 H 1.36758 4.70878 2.74616  0.080
146 H -1.27481 -4.67365 -6.50117  0.108
147 H -1.53124 -0.04873 0.20508  0.075
148 H 3.54647 -1.96567 -1.05302  0.053
149 H 2.64381 3.79574 5.99602  0.131

=====

Entry 2:
The following is a quantum chemistry calculation of a structure of composition C33H18InN8OS3, from the OMol25 dataset.

Frontier orbital gap   4.804 eV
Energy   -3166.608051 Eh
HOMO level   -4.042 eV
Relative energy (zero: lowest compared OMol25 entry of this formula, charge and spin)   0.0 kJ/mol
Net charge   -1

Last column: Löwdin charge in e.
Geometry (Å):
1 H -0.48164 2.05990 7.18928  0.095
2 H 1.33757 0.44880 7.35475  0.095
3 C -0.78687 1.06625 2.58165  -0.282
4 N -0.35137 -0.77630 -1.87058  0.090
5 O 0.45799 3.21994 1.08232  -0.106
6 C 1.31295 -0.08093 5.29070  -0.015
7 C -0.18759 1.51915 6.30210  -0.091
8 C 2.02604 -1.78946 1.32386  -0.299
9 H -2.57243 -0.03688 -5.33054  0.109
10 C -1.27554 -0.26476 -2.71872  -0.293
11 N 0.04498 0.24192 1.89826  0.095
12 H -1.62943 2.47537 5.02384  0.109
13 C 4.81732 -4.35373 1.26488  -0.090
14 C -1.82767 -0.80596 -5.20586  -0.014
15 C 3.57948 -4.24944 -0.81210  -0.015
16 C -1.19187 -0.96771 -3.98742  -0.091
17 N -1.80138 1.75791 2.11190  0.211
18 C 2.47526 2.56714 -1.14759  -1.846
19 H -5.59377 4.97322 0.40625  0.096
20 H 2.14119 -0.77214 5.34125  0.110
21 H 5.63801 -4.76900 1.83568  0.096
22 C -4.96918 4.17700 0.01969  -0.090
23 C -0.83453 1.75284 5.10121  -0.013
24 S 3.48456 3.82464 -1.48394  0.417
25 C 0.67586 0.15877 4.08715  -0.096
26 N -2.17195 0.66399 -2.46979  0.217
27 C -0.19977 -1.95048 -3.82529  -0.094
28 H 5.23010 -5.55694 -0.46463  0.096
29 N 1.26038 -2.55326 -1.98750  0.216
30 N 1.31786 -1.56619 0.19292  0.084
31 H -0.24927 -3.29571 -6.89708  0.096
32 C -5.07902 3.82643 -1.32574  -0.090
33 In 0.48488 0.47653 -0.22503  0.497
34 H 0.87981 -3.57553 -4.70624  0.109
35 C 0.92101 -0.33855 2.75019  -0.281
36 C 4.59524 -4.78962 -0.04152  -0.089
37 N -1.62335 1.03342 -0.16249  0.088
38 C -0.50633 -2.64522 -6.07168  -0.090
39 C 1.72808 -2.42493 -0.76693  -0.275
40 C -1.46077 -1.64351 -6.24564  -0.090
41 C 3.00389 -2.83683 1.07845  -0.091
42 C -0.40312 1.05607 3.98489  -0.086
43 C 2.79923 -3.25539 -0.24716  -0.093
44 S 0.94731 2.38812 -1.94006  0.494
45 S 2.88795 1.37844 0.04719  0.489
46 C -2.15337 1.76605 0.84414  -0.279
47 C -3.24923 2.56895 0.31641  -0.086
48 C 0.13458 -2.81070 -4.85716  -0.017
49 C -3.34715 2.23925 -1.04867  -0.094
50 H 0.40494 3.72473 0.26147  0.013
51 N 1.84416 -1.24241 2.50369  0.218
52 C 0.86228 0.60995 6.39895  -0.092
53 H 3.39885 -4.57269 -1.82559  0.109
54 H 1.38076 3.26675 1.35232  0.023
55 C 0.31176 -1.78743 -2.47821  -0.270
56 H 4.17859 -3.04649 2.85904  0.110
57 C -4.06197 3.54979 0.86090  -0.013
58 H -1.92349 -1.51980 -7.21423  0.095
59 H -3.95786 3.83755 1.89700  0.110
60 C 4.01589 -3.38605 1.84778  -0.013
61 H -4.30521 2.58818 -2.92603  0.110
62 C -2.31410 1.25321 -1.30360  -0.297
63 H -5.80462 4.33774 -1.94181  0.095
64 C -4.26492 2.85603 -1.88123  -0.013

=====

Entry 3:
The following is a quantum chemistry calculation of a structure of composition C33H19F4N12O2Ti, from the OMol25 dataset.

Frontier orbital gap (spin up / spin down)   4.624 / 4.623 eV
Energy   -3324.265290 Eh
HOMO level (spin up / spin down)   -15.703 / -15.703 eV
Relative energy (zero: lowest compared OMol25 entry of this formula, charge and spin)   257.7 kJ/mol
Net charge   +3

Last column: Löwdin charge in e.
Geometry (Å):
1 C 2.97434 -3.47829 -2.05061  -0.126
2 C -5.31054 0.04768 2.53995  -0.133
3 H 1.71130 1.53058 1.58605  0.181
4 H 3.82281 -2.22742 -5.60384  0.129
5 H 1.45453 -0.41678 -2.92465  0.162
6 C -3.13506 4.74763 -1.22534  -0.102
7 C 1.00372 -1.30770 3.86633  -0.219
8 F -5.79974 3.82158 -0.75360  0.189
9 C 2.00031 -3.85524 1.30600  -0.289
10 H 5.14163 -0.11259 -3.20256  0.150
11 C -2.70968 3.85755 1.05285  -0.162
12 N 3.64874 1.95721 -2.92438  0.187
13 C 4.20495 -0.31019 -3.72318  -0.018
14 C 1.27587 -4.06383 3.66366  0.032
15 C -3.61091 4.11510 0.02635  -0.011
16 H -2.42534 1.23673 -3.75678  0.111
17 H 1.37949 -5.13669 3.56904  0.136
18 H 0.60280 -4.12133 5.69240  0.130
19 C 1.99348 0.51155 -2.82603  -0.062
20 C 3.58576 -2.57482 -4.60559  -0.003
21 C 2.61425 2.53928 -2.41706  -0.128
22 C 2.87274 -4.34599 -3.14036  0.021
23 N -4.48446 6.41055 -2.65127  0.256
24 C -4.24467 2.34546 2.15464  0.003
25 N 3.24421 0.68339 -3.17043  -0.049
26 C 3.70830 -1.71554 -3.52219  -0.228
27 H -3.31262 0.56292 -2.35548  0.101
28 C -1.96086 4.27128 -1.61834  -0.043
29 N -0.89495 3.72723 -1.82002  0.044
30 N -6.09685 -0.74971 2.28875  0.267
31 C 0.68171 1.21262 1.65608  -0.014
32 N -1.10991 0.36717 2.46714  0.036
33 C 0.87302 0.19047 3.97638  0.001
34 H 3.11353 -4.56458 -5.25253  0.128
35 C 0.68285 -2.11279 4.94951  -0.005
36 N 1.52729 1.67620 -2.30928  -0.062
37 Ti -0.21955 2.06291 -1.40052  1.173
38 C 0.83746 -3.49175 4.84525  -0.009
39 N -0.23819 1.23064 0.65888  0.050
40 C -3.14980 0.53081 3.31195  0.047
41 C -1.34408 0.70032 1.20796  -0.028
42 N 2.03470 -5.09904 0.99952  0.158
43 N 2.43033 -5.16469 -0.33047  0.157
44 C -3.04102 3.05559 2.11540  -0.159
45 C 3.18578 -3.89274 -4.40844  -0.017
46 H -2.29836 0.55998 0.72366  0.174
47 H 2.59782 3.57863 -2.12479  0.143
48 H 0.32504 -1.67588 5.87385  0.130
49 H 0.28141 0.50158 4.83438  0.139
50 F -1.44333 4.29119 0.98988  0.112
51 C -2.38865 0.53378 -2.92820  -0.010
52 C -3.88301 5.67078 -2.01131  -0.132
53 C -4.89638 3.59844 0.17381  -0.122
54 O -1.29215 0.91079 -2.04934  -0.317
55 C 1.58571 -3.25183 2.57110  -0.117
56 F -6.38728 2.14136 1.20070  0.184
57 N -1.98209 0.25502 3.60726  0.251
58 H -2.19402 -0.47490 -3.28207  0.108
59 C -5.20792 2.71709 1.21128  -0.127
60 C 3.41674 -2.17680 -2.24086  -0.002
61 H 1.82387 0.72461 3.98888  0.153
62 H 3.55613 -1.53318 -1.37784  0.127
63 C 2.60404 -3.95418 -0.71873  -0.284
64 N 0.17546 0.69453 2.74679  0.039
65 H 2.54939 -5.36545 -2.97748  0.132
66 F -2.09587 2.85503 3.04357  0.126
67 C 1.46343 -1.87509 2.68405  0.011
68 O 2.35037 -3.04571 0.26708  0.112
69 H 1.74821 -1.26224 1.83368  0.110
70 C -4.26941 1.00190 2.79561  -0.072
71 H 4.34321 -0.07024 -4.77606  0.147